DFT (ωB97M-V/def2-TZVPD) results for C26H40BrF3GeN5Ru as an isolated structure.

```
77
Properties=species:S:1:pos:R:3:forces:R:3
Ru -1.40597 -0.75116 0.52428 -0.165 -0.010 0.229
N -1.38550 -0.98810 2.58730 -0.130 -0.001 -0.020
C -2.20706 -2.14695 3.02250 0.037 -0.066 0.025
C -3.48179 -2.16370 2.21505 -0.011 0.058 0.061
N -3.10587 -2.25732 0.78958 -0.053 0.068 -0.210
H -0.44535 -1.08964 2.95751 0.009 0.030 -0.024
H -1.74699 -0.14281 3.02480 -0.014 0.006 -0.002
H -2.40829 -2.11307 4.09365 -0.005 0.029 -0.009
H -1.62835 -3.04970 2.81598 -0.017 -0.015 0.037
H -4.03040 -1.22967 2.35489 0.000 -0.017 0.025
H -4.12924 -2.98057 2.53735 0.018 -0.015 -0.020
H -3.93050 -2.08743 0.22133 0.005 -0.052 -0.009
H -2.82330 -3.21359 0.58668 0.015 0.016 -0.037
C 0.29367 -0.35201 -3.60231 -0.016 -0.030 -0.010
N 0.73241 0.56709 -2.52544 0.046 -0.028 0.061
C 1.74494 1.53171 -3.03683 0.000 -0.004 -0.021
C -0.42807 1.27582 -1.85342 0.022 0.032 0.035
C -0.01768 1.74986 -0.49098 0.014 -0.035 -0.025
C 0.45713 3.05264 -0.33894 0.052 -0.017 -0.014
C 0.98228 3.47200 0.87175 -0.017 -0.009 -0.010
C 1.05612 2.55695 1.91281 0.002 0.005 -0.014
C 0.54324 1.27445 1.75789 0.038 -0.025 -0.052
C -0.06412 0.82739 0.57326 0.004 -0.145 0.094
H 1.16678 -0.81803 -4.05259 -0.002 -0.003 0.001
H -0.24790 0.21840 -4.35430 0.003 -0.004 -0.002
H -0.35402 -1.11595 -3.17724 0.005 0.022 -0.015
H 1.20977 0.01270 -1.78329 -0.014 0.067 -0.036
H 1.30318 2.09822 -3.85442 -0.002 0.000 0.005
H 2.60709 0.97212 -3.38977 0.013 -0.001 -0.001
H 2.03697 2.19396 -2.22895 0.019 0.010 0.027
H -1.24513 0.54544 -1.81316 0.001 -0.039 0.025
H -0.72702 2.07877 -2.52887 -0.038 -0.008 0.003
H 0.41455 3.74440 -1.17464 -0.001 0.008 0.002
H 1.34470 4.48306 0.99516 0.002 0.000 -0.001
H 1.50151 2.85024 2.85561 -0.003 -0.005 0.006
H 0.62144 0.61112 2.61484 0.001 0.036 0.034
F -5.23783 5.08800 0.46800 0.000 0.001 -0.001
C -5.82659 3.89145 0.56366 -0.005 -0.004 0.007
F -6.67755 3.75737 -0.45419 0.001 0.001 -0.001
F -6.52313 3.86253 1.70420 0.001 0.001 -0.003
C -4.78311 2.79375 0.56222 0.007 -0.013 0.000
C -3.78019 2.80814 1.51802 -0.008 -0.003 -0.015
C -2.83180 1.80471 1.50016 0.056 0.068 -0.032
N -2.84865 0.80084 0.61101 0.012 -0.057 -0.007
C -3.82314 0.80441 -0.30899 -0.071 -0.030 0.029
C -4.80371 1.77637 -0.37545 0.007 0.013 0.005
H -3.72222 3.59465 2.25804 0.000 -0.001 0.003
H -1.99879 1.82712 2.18985 0.013 -0.017 0.012
H -3.81394 -0.01033 -1.02441 -0.001 -0.003 0.010
H -5.56438 1.73436 -1.14148 0.000 0.000 -0.002
Br 2.19314 -6.39124 -0.58497 -0.019 0.030 0.006
C 1.24866 -4.81623 -0.24489 -0.009 0.003 -0.014
C 1.45506 -4.10483 0.92739 0.014 -0.009 -0.006
C 0.74221 -2.93882 1.12783 0.008 0.053 -0.005
N -0.15597 -2.45816 0.25948 0.006 0.122 -0.019
C -0.34763 -3.16538 -0.86578 0.002 -0.021 0.021
C 0.32554 -4.33159 -1.16435 0.038 -0.025 0.009
H 2.16618 -4.44073 1.66841 0.000 0.001 0.003
H 0.92436 -2.34980 2.01726 0.006 0.000 0.001
H -1.09291 -2.77872 -1.55394 -0.001 -0.010 0.020
H 0.12828 -4.85616 -2.08820 -0.002 -0.002 -0.004
C 5.32436 -0.18877 -2.19824 -0.009 0.022 0.024
Ge 4.42419 -0.07915 -0.46921 0.046 0.015 0.000
C 5.38978 -1.13233 0.86917 -0.006 0.028 -0.023
C 4.22577 1.76364 0.14298 -0.003 -0.046 0.022
C 2.66785 -0.93334 -0.59683 0.272 -0.195 -0.149
H 6.37800 0.05748 -2.06533 0.002 -0.001 -0.008
H 4.92030 0.51123 -2.93000 -0.020 0.007 0.006
H 5.26899 -1.19645 -2.61001 -0.010 -0.013 0.006
H 6.42102 -0.78443 0.93269 -0.002 0.009 0.001
H 5.40265 -2.18870 0.60313 0.002 -0.003 -0.010
H 4.93149 -1.02097 1.85171 -0.009 -0.003 0.000
H 5.20611 2.23641 0.19979 0.010 0.000 0.003
H 3.77561 1.78890 1.13579 0.012 -0.009 -0.022
H 3.60275 2.36013 -0.52256 -0.007 0.007 -0.021
H 1.98877 -0.92584 0.24185 -0.131 0.209 0.061
H 2.51725 -1.78616 -1.26089 -0.019 0.021 -0.045
```
Positions in Å, forces in eV/Å.

## Properties
- LUMO level (alpha / beta) (eV) = -5.5 / -5.8
- 2S+1 = 2
- net charge = +2
- <S²> = 0.754
- HOMO energy (alpha / beta) (Eh) = -0.4804 / -0.4805
- F_max (Eh/bohr) = 0.007

Here are the Mulliken charges for atoms 1 to 2, given in e:
1 Ru -0.330
2 N -0.268

=====

DFT (ωB97M-V/def2-TZVPD) results for C26H40BrNOOsP2 as an isolated structure.

```
72
Properties=species:S:1:pos:R:3:forces:R:3
N 3.72501 2.72153 4.12674 -0.204 -0.015 -0.102
C 2.66890 3.47513 3.81592 1.467 0.257 1.275
C 1.53112 2.94491 3.18979 -1.239 -1.307 -0.299
C 1.49703 1.56748 2.91067 -0.246 -0.078 -0.305
C 2.58426 0.77807 3.31362 -1.260 0.224 -1.103
C 3.69918 1.41528 3.88710 1.240 1.255 0.431
C 0.29143 0.97952 2.25554 0.734 -0.531 1.394
Os 0.15289 0.64985 0.18858 0.330 -1.124 0.281
P -1.61369 0.00938 -1.15205 -1.963 -1.441 -1.717
C 0.24585 -0.46918 2.03122 -0.486 0.489 0.667
C -0.99507 -1.23680 2.26644 -0.012 -0.155 -0.122
C -0.95420 -2.65003 2.26083 -0.516 -0.393 0.043
C -2.13818 -3.38160 2.30152 1.413 -0.111 -0.113
C -3.35237 -2.68554 2.32009 -2.091 -1.351 -0.118
C -3.41112 -1.29970 2.46367 0.599 1.493 0.068
C -2.21717 -0.57478 2.43958 -1.146 -0.368 -0.044
Br -4.99162 -3.64057 2.07343 1.688 0.903 0.418
H -0.62058 1.53761 2.50702 0.205 -0.275 -0.042
H 1.15525 -1.05833 2.17847 -0.205 0.277 -0.282
H 0.69212 3.59529 2.93445 0.286 -0.068 -0.044
H 2.59969 -0.30161 3.20471 -0.048 0.166 0.281
H 2.70112 4.53923 4.06660 0.321 -0.156 -0.311
H 4.57674 0.82743 4.16035 -0.169 0.164 0.352
H 0.01318 -3.15092 2.19073 -0.350 -0.023 0.072
H -2.24725 0.50935 2.51366 -0.225 -0.299 0.138
H -2.12571 -4.46680 2.27892 0.013 0.092 -0.017
H -4.36428 -0.79090 2.56901 0.068 -0.078 -0.005
P 2.10349 0.33219 -0.92167 2.331 -1.091 -1.830
C -3.17852 0.84622 -0.63859 0.548 0.619 0.385
C -4.47785 0.07343 -0.85352 -0.333 -0.268 -0.134
H -3.21420 1.81285 -1.16593 0.118 -0.219 0.144
H -3.06366 1.07859 0.43150 -0.133 0.097 -0.228
H -5.31502 0.71050 -0.54040 0.229 -0.090 -0.058
H -4.65243 -0.19224 -1.90385 0.094 0.115 0.346
H -4.52420 -0.84022 -0.24764 0.052 0.147 -0.164
C -1.90226 -1.80647 -0.93253 0.393 -0.049 0.377
C -2.64542 -2.54211 -2.04662 -0.237 -0.084 -0.249
H -2.41878 -1.93526 0.03156 0.137 0.189 -0.349
H -0.90718 -2.26009 -0.80040 -0.256 0.072 -0.065
H -2.72841 -3.60017 -1.76291 0.079 0.240 -0.121
H -3.66462 -2.16468 -2.19671 0.349 -0.123 0.021
H -2.10189 -2.49215 -2.99777 -0.175 -0.071 0.209
C -1.40865 0.31966 -2.95345 0.701 0.280 -0.052
C -2.68065 0.36936 -3.79388 -0.552 -0.082 -0.030
H -0.71364 -0.43753 -3.35279 -0.149 0.176 0.266
H -0.89354 1.28858 -3.02767 -0.173 -0.283 -0.019
H -2.39655 0.55804 -4.83613 -0.016 -0.001 0.231
H -3.24220 -0.57127 -3.77376 0.165 0.276 -0.036
H -3.34183 1.18422 -3.47871 0.117 -0.153 -0.124
C 2.65296 1.41062 -2.30887 -0.532 0.627 0.169
C 1.73909 1.51962 -3.51970 -0.255 0.057 -0.242
H 3.64444 1.04306 -2.61842 -0.199 -0.157 0.378
H 2.79972 2.41304 -1.87774 0.085 -0.236 -0.125
H 2.27816 2.02319 -4.33192 -0.145 -0.156 0.187
H 1.40047 0.54574 -3.88793 0.176 0.151 -0.029
H 0.85608 2.12823 -3.29621 0.233 -0.022 -0.078
C 2.11459 -1.37829 -1.61133 -0.429 0.228 0.040
C 1.90875 -2.46259 -0.55851 0.057 -0.243 0.172
H 3.07809 -1.50415 -2.12819 -0.212 0.140 0.063
H 1.32070 -1.42087 -2.37321 0.259 -0.005 0.105
H 1.80609 -3.43983 -1.04889 0.077 0.236 0.195
H 2.74974 -2.52146 0.14401 -0.109 -0.040 -0.202
H 1.00085 -2.28392 0.03496 0.108 -0.073 -0.152
C 3.61943 0.39360 0.12752 -0.347 0.050 0.768
C 4.16496 1.79365 0.40577 0.051 0.206 0.059
H 4.37787 -0.21861 -0.38590 -0.353 0.048 -0.035
H 3.39065 -0.11561 1.07482 0.133 -0.067 -0.238
H 4.99290 1.72081 1.12127 -0.057 0.031 -0.255
H 4.54158 2.27973 -0.50108 -0.003 -0.129 0.300
H 3.41057 2.45339 0.85246 0.040 -0.044 -0.110
O 0.21569 3.59165 -0.57464 0.004 -4.719 1.299
C 0.20206 2.45423 -0.27304 -0.074 6.876 -1.585
```
Positions in Å, forces in eV/Å.

## Properties
- LUMO level (alpha / beta) (eV) = -13.9 / -16.0
- 2S+1 = 5
- net charge = +4
- <S²> = 6.047
- HOMO energy (alpha / beta) (Eh) = -0.7421 / -0.7972
- F_max (Eh/bohr) = 0.137

Here are the Mulliken charges for atoms 1 to 2, given in e:
1 N -0.304
2 C -0.402

=====

DFT (ωB97M-V/def2-TZVPD) results for a 5-piece molecular cluster, C26H40F3N4O2P overall.

```
76
Properties=species:S:1:pos:R:3:forces:R:3
O 2.49184 1.59679 -0.33709 -1.247 -0.355 -0.460
C 1.30325 2.19487 -0.89882 -0.659 0.447 0.402
C 0.00986 1.24105 -0.91502 0.221 0.919 0.744
P -0.22016 0.21105 -2.48977 -0.351 -1.563 0.175
C -2.09046 -0.03602 -2.86330 0.445 -0.558 -0.775
O -2.72578 1.14808 -3.42137 -0.273 1.010 2.164
C -2.95880 2.14209 -2.43181 -0.772 3.067 3.573
C -2.49421 3.61196 -2.61808 -0.908 -0.792 1.722
C -2.67397 4.73138 -1.56942 -1.337 -3.876 1.006
C -3.36699 4.37509 -0.21145 0.763 -2.453 -3.103
C -3.86948 2.91392 0.01798 1.822 0.938 -2.957
C -3.66983 1.81203 -1.06719 1.309 2.945 -1.166
C 1.71151 2.81764 -2.31518 1.595 1.231 0.242
F 2.55251 3.95217 -2.02777 -1.807 -2.381 -0.911
F 2.55985 1.92088 -3.04549 -2.715 2.180 1.115
F 0.64196 3.31881 -3.08207 2.637 -1.472 1.495
H 2.29644 0.65762 -0.13049 0.166 0.851 -0.352
H 1.03531 3.09217 -0.22078 0.475 -1.235 -1.328
H 0.15693 0.48616 -0.05068 -0.242 1.112 -1.422
H -0.88695 1.88196 -0.61708 1.124 -0.867 -0.652
H 0.25394 0.89899 -3.66559 -0.721 0.334 0.871
H -2.65225 -0.50601 -1.98667 0.858 0.863 -1.060
H -2.10748 -0.82895 -3.70522 0.045 1.356 1.267
H -1.96613 3.86620 -3.59423 -0.823 -0.384 1.468
H -2.26627 5.78457 -1.78862 -0.793 -1.940 0.407
H -3.46654 5.20166 0.56631 0.017 -1.494 -1.104
H -4.35786 2.63637 1.01125 0.791 0.430 -1.787
H -4.00780 0.73243 -0.93181 0.339 1.951 0.182
C -4.18151 -0.99676 4.53034 0.141 0.024 -0.111
C -5.05523 0.23923 4.71163 0.311 -0.161 0.151
C -6.19739 0.31611 3.69539 0.523 0.164 -0.613
C -5.63941 0.37393 2.30242 0.667 0.064 -2.545
N -5.19930 0.41935 1.20775 -1.443 -0.345 3.645
H -3.68436 -0.99997 3.55608 -0.145 0.025 -0.033
H -3.40201 -1.02386 5.29153 -0.208 -0.009 -0.116
H -4.77440 -1.91225 4.61762 0.092 0.053 0.029
H -4.42717 1.13246 4.63154 -0.160 -0.004 -0.005
H -5.47620 0.23166 5.72114 -0.052 0.051 -0.118
H -6.80109 1.20940 3.87457 0.009 -0.077 -0.196
H -6.84952 -0.55699 3.78347 0.074 0.055 -0.144
C -1.37003 -4.86220 5.98643 -0.009 -0.074 -0.054
C -0.51001 -3.60315 6.01729 -0.055 -0.274 -0.233
C -0.73081 -2.76167 7.27664 -0.770 0.207 -0.253
C -2.16326 -2.31684 7.34934 -2.439 0.888 0.492
N -3.28949 -1.96818 7.40651 3.576 -1.172 -0.066
H -2.43624 -4.62189 5.97385 0.078 0.015 0.063
H -1.15849 -5.44450 5.08647 0.002 0.020 0.104
H -1.16992 -5.49526 6.85624 -0.041 0.035 -0.077
H -0.72755 -3.00318 5.12778 0.077 0.039 0.129
H 0.54385 -3.89087 5.96124 -0.046 0.141 0.069
H -0.08461 -1.88052 7.25832 -0.177 0.004 0.098
H -0.48993 -3.34007 8.17261 -0.140 0.086 -0.028
C 5.66829 1.38292 -3.01050 -0.135 -0.074 -0.036
C 6.25757 1.85661 -1.68655 -0.324 -0.065 -0.140
C 7.78415 1.96258 -1.71782 0.088 -0.844 -0.041
C 8.38431 0.61688 -2.00881 1.336 -2.230 -0.498
N 8.85434 -0.44132 -2.23751 -1.531 3.289 0.721
H 6.00923 0.37611 -3.26665 0.095 0.088 0.018
H 4.57861 1.35046 -2.94991 0.306 0.036 -0.005
H 5.94425 2.05807 -3.82655 -0.024 -0.066 0.038
H 5.95015 1.16646 -0.89444 0.100 0.125 0.000
H 5.83702 2.83604 -1.44058 0.115 -0.057 0.056
H 8.15638 2.31764 -0.75357 0.114 -0.117 -0.117
H 8.10450 2.67100 -2.48656 0.050 -0.151 0.019
C 2.89893 -3.21191 -3.57268 0.089 -0.015 0.086
C 2.74294 -2.81744 -5.03744 0.271 -0.124 0.211
C 1.33022 -2.33689 -5.37700 -0.318 -0.760 0.079
C 0.34025 -3.43372 -5.10843 -1.968 -1.709 0.385
N -0.43717 -4.29645 -4.89730 2.465 2.679 -0.638
H 2.25118 -4.05237 -3.31040 -0.021 0.100 -0.038
H 3.92764 -3.51981 -3.36991 -0.072 0.061 -0.005
H 2.65828 -2.37249 -2.91293 -0.009 -0.075 -0.041
H 3.00379 -3.67522 -5.66555 -0.075 0.137 -0.038
H 3.45584 -2.02061 -5.26900 -0.134 -0.011 -0.077
H 1.27316 -2.05364 -6.43107 -0.159 -0.083 0.090
H 1.06774 -1.46186 -4.77561 -0.077 -0.154 0.025
```
Positions in Å, forces in eV/Å.

## Properties
- LUMO level (eV) = 0.3
- 2S+1 = 1
- net charge = 0
- SMILES = O[C@H](CPCOc1ccccc1)C(F)(F)F.CCCC#N.CCCC#N.CCCC#N.CCCC#N
- HOMO energy (Eh) = -0.3070
- F_max (Eh/bohr) = 0.093

Here are the Mulliken charges for atoms 1 to 2, given in e:
1 O -0.518
2 C 0.067

=====

Which value of 2S+1 does entry 2 give? 5